Formula: C3H6S2
Source: the OMol25 dataset
Level of theory: ωB97M-V with the def2-TZVPD basis set

Cartesian coordinates (Å):
C: 0.6556 0.1738 -0.0139
C: -0.4561 1.0174 -0.6953
C: -1.0082 0.0284 0.3040
H: 2.3686 -1.2002 1.4855
H: 1.1316 0.8822 0.6820
H: -0.6552 1.2721 -1.8669
H: -0.1677 2.2010 -0.1110
H: -1.2669 0.1785 1.6052
H: -0.5850 -1.9676 -0.7513
S: 1.8412 -1.1820 -0.3722
S: -1.8578 -1.4036 -0.2660

Cartesian forces, eV/Å:
C -1.72 0.25 0.75
C 1.75 4.50 0.27
C 1.95 0.61 3.36
H -1.08 -0.17 -3.96
H -0.20 -0.98 -0.22
H 0.10 -1.41 3.12
H -1.49 -3.46 -2.15
H 0.67 0.34 -4.47
H -2.10 0.42 0.63
S -0.29 1.00 3.71
S 2.42 -1.11 -1.04

- Lowest unoccupied orbital energy: -1.0 eV
- HOMO-LUMO gap: 0.2854 hartree
- ΔE to the lowest compared entry with this formula, charge and spin: 6.177 eV
- Charge: 0
- Electronic energy: -24872.531 eV

***

Formula: C3H6Se
Source: the OMol25 dataset
Level of theory: ωB97M-V with the def2-TZVPD basis set

Cartesian coordinates (Å):
C: -1.1837 -0.6648 -0.5948
C: -0.2624 -0.2536 0.3550
C: 0.8057 0.8074 -0.1455
Se: 2.4624 -0.1529 -0.2181
H: -1.8845 -1.4260 -0.2457
H: -1.0771 -0.3384 -1.6027
H: -0.2910 -0.7062 1.3873
H: 0.6243 0.8887 -1.2792
H: 0.6783 1.6628 0.4444
H: 2.4825 -0.6657 1.0510

Cartesian forces, eV/Å:
C 2.00 -0.14 3.79
C -1.40 0.15 -2.72
C -2.15 -3.65 -1.24
Se 1.26 1.08 -2.35
H -0.08 0.24 -0.70
H -0.39 0.14 -0.57
H 0.28 0.90 -1.15
H -0.02 0.64 1.95
H 0.59 1.54 0.45
H -0.09 -0.90 2.55

- Lowest unoccupied orbital energy: 0.9 eV
- HOMO-LUMO gap: 0.3477 hartree
- ΔE to the lowest compared entry with this formula, charge and spin: 0.123 eV
- Charge: 0
- SMILES: C=CC[SeH]
- Electronic energy: -68552.587 eV

***

no.,HOMO level (eV)
1,-8.75
2,-8.56